(1)
Below is a structure of composition C4H3F3 at a distorted geometry, with properties calculated with ωB97M-V/def2-TZVPD.

```
10
Properties=species:S:1:pos:R:3
C -1.023 0.374 0.302
C -0.489 -0.813 0.623
C 0.087 0.778 -0.495
C 0.777 -0.546 -0.084
F 0.751 1.930 -0.126
F 1.212 -1.437 -0.972
F 1.839 -0.363 0.809
H -1.985 0.707 0.660
H -0.944 -1.586 1.190
H -0.225 0.955 -1.907
```

total charge = 0
F_max = 6.46 eV/Å
energy relative to the best compared isomer or geometry (same formula, charge and spin) = 1.549 eV
multiplicity = 1
LUMO energy = 0.592 eV

=====

(2)
Below is the molecule C25H28FN7O2 at a distorted geometry, with properties calculated with ωB97M-V/def2-TZVPD.

```
63
Properties=species:S:1:pos:R:3
C 2.865 2.445 -2.294
O 2.375 2.276 -3.607
C 1.349 1.333 -3.729
C -0.022 1.878 -3.274
N -0.970 0.815 -3.115
N -1.826 0.465 -4.080
N -2.505 -0.516 -3.657
N -2.147 -0.858 -2.428
C -1.181 -0.039 -2.078
C -0.496 0.054 -0.759
C -1.387 0.938 0.091
C -2.538 0.475 0.628
C -3.375 1.306 1.428
C -4.569 0.847 2.000
C -5.330 1.692 2.770
C -4.918 3.006 2.986
C -3.750 3.500 2.440
C -3.319 4.917 2.679
C -2.972 2.637 1.649
N -1.806 3.068 1.070
C -0.977 2.320 0.277
O 0.023 2.828 -0.222
N -0.349 -1.243 -0.118
C 0.373 -1.169 1.143
C 1.892 -1.052 0.949
N 2.413 -2.125 0.129
C 2.988 -3.265 0.655
C 3.787 -4.075 -0.168
C 4.431 -5.199 0.304
C 4.324 -5.568 1.635
C 3.555 -4.790 2.479
C 2.902 -3.675 1.993
F 2.136 -2.992 2.891
C 1.733 -2.174 -1.150
C 0.213 -2.298 -0.938
H 3.283 1.505 -1.911
H 2.097 2.804 -1.602
H 3.657 3.186 -2.362
H 1.305 1.064 -4.788
H 1.589 0.425 -3.151
H -0.415 2.562 -4.028
H 0.083 2.409 -2.325
H 0.462 0.584 -0.899
H -2.822 -0.552 0.449
H -4.872 -0.172 1.823
H -6.250 1.344 3.213
H -5.528 3.656 3.596
H -2.345 4.950 3.168
H -3.254 5.468 1.740
H -4.035 5.424 3.319
H -1.522 4.030 1.212
H 0.148 -2.084 1.697
H 0.005 -0.320 1.722
H 2.121 -0.111 0.431
H 2.401 -1.024 1.909
H 3.920 -3.794 -1.201
H 5.033 -5.786 -0.373
H 4.828 -6.444 2.010
H 3.433 -5.039 3.522
H 1.968 -1.255 -1.702
H 2.078 -3.023 -1.737
H 0.013 -3.240 -0.417
H -0.307 -2.328 -1.895
```

structure (SMILES) = COCCn1nnnc1[C@@H](c1cc2cccc(C)c2[nH]c1=O)N1CCN(c2ccccc2F)CC1
total charge = 0
F_max = 1.52 eV/Å
energy relative to the best compared isomer or geometry (same formula, charge and spin) = 0.204 eV
multiplicity = 1
LUMO energy = -0.156 eV